Entry 1:
{"formula": "C24H38N6O8", "method": "the ωB97M-V functional and the def2-TZVPD basis", "homo_lumo_gap_ev": 6.85, "smiles": "O=[N+]([O-])c1ccccc1.O=[N+]([O-])c1ccccc1.CN(C)C=O.CN(C)C=O.CN(C)C=O.CN(C)C=O", "de_lowest_kcal_mol": 298.2, "species": ["O", "N", "O", "C", "C", "C", "C", "C", "C", "H", "H", "H", "H", "H", "O", "N", "O", "C", "C", "C", "C", "C", "C", "H", "H", "H", "H", "H", "C", "N", "C", "C", "O", "H", "H", "H", "H", "H", "H", "H", "C", "N", "C", "C", "O", "H", "H", "H", "H", "H", "H", "H", "C", "N", "C", "C", "O", "H", "H", "H", "H", "H", "H", "H", "C", "N", "C", "C", "O", "H", "H", "H", "H", "H", "H", "H"], "xyz": [[-2.79, 6.02, -3.15], [-2.89, 4.76, -2.78], [-4.01, 4.33, -2.67], [-1.74, 3.95, -2.58], [-1.79, 2.45, -2.90], [-0.52, 1.64, -2.96], [0.71, 2.29, -2.15], [0.75, 3.59, -1.74], [-0.39, 4.57, -2.04], [-2.61, 2.18, -3.52], [-0.46, 0.59, -3.45], [1.58, 1.67, -2.01], [1.81, 3.83, -1.23], [-0.26, 5.59, -1.54], [3.23, 0.38, 0.25], [4.19, -0.12, -0.40], [5.14, 0.52, -0.94], [3.99, -1.53, -0.85], [5.03, -2.14, -1.72], [4.91, -3.64, -2.04], [3.71, -4.41, -1.70], [2.71, -3.83, -0.79], [2.79, -2.22, -0.48], [5.94, -1.62, -1.90], [5.70, -3.84, -2.75], [3.69, -5.41, -1.90], [1.84, -4.28, -0.53], [2.04, -1.82, 0.37], [2.07, 3.59, 1.85], [1.03, 4.49, 1.86], [1.28, 5.88, 2.02], [-0.32, 4.04, 1.72], [-1.23, 4.81, 1.61], [1.82, 2.52, 1.42], [2.10, 3.53, 2.94], [2.97, 3.96, 1.44], [2.30, 6.15, 2.27], [0.63, 6.29, 2.62], [1.02, 6.39, 1.07], [-0.51, 2.98, 1.72], [-1.07, -1.52, 8.11], [-1.13, -2.38, 7.05], [-0.47, -3.62, 7.12], [-1.68, -1.84, 5.96], [-1.35, -2.33, 4.82], [-0.13, -1.92, 8.86], [-1.97, -1.78, 8.87], [-0.91, -0.59, 8.04], [0.47, -3.56, 6.63], [-1.10, -4.54, 6.68], [-0.06, -3.77, 8.19], [-2.26, -0.95, 5.99], [-0.89, -2.60, -0.18], [-0.85, -1.29, 0.55], [-0.16, -1.16, 1.79], [-1.39, -0.21, -0.11], [-1.41, 0.90, 0.40], [-1.72, -2.43, -0.99], [-1.68, -3.31, 0.23], [0.12, -2.93, -0.54], [-0.90, -0.83, 2.62], [0.70, -0.54, 1.86], [0.51, -1.87, 2.02], [-1.67, -0.35, -1.18], [-3.14, -1.96, -6.75], [-2.94, -1.75, -5.25], [-1.99, -2.69, -4.61], [-3.77, -0.89, -4.68], [-3.80, -0.81, -3.45], [-2.43, -2.41, -7.36], [-3.13, -1.17, -7.40], [-4.06, -2.35, -7.01], [-0.96, -2.21, -4.69], [-1.79, -3.56, -5.29], [-2.21, -2.81, -3.63], [-4.27, -0.09, -5.11]]}

Entry 2:
{"formula": "C24H39BrGeIrN2O3S", "method": "the ωB97M-V functional and the def2-TZVPD basis", "homo_lumo_gap_ev": [6.77, 4.97], "de_lowest_kcal_mol": 17.8, "total_charge": 2, "multiplicity": 2, "s_squared": 0.784, "species": ["Ir", "C", "C", "C", "C", "O", "Ge", "O", "C", "C", "C", "C", "O", "C", "C", "C", "C", "H", "H", "H", "H", "H", "H", "H", "H", "H", "H", "H", "H", "H", "H", "H", "H", "H", "H", "H", "H", "H", "H", "H", "H", "H", "H", "H", "Br", "C", "C", "C", "C", "C", "C", "C", "C", "C", "C", "H", "H", "H", "H", "H", "H", "C", "N", "C", "N", "S", "H", "H", "H", "H", "H", "H"], "xyz": [[-0.34, -0.15, 0.07], [-4.46, -0.81, -0.61], [-3.36, -0.51, -1.62], [-3.97, 0.28, -2.78], [-2.74, -1.79, -2.16], [-2.35, 0.31, -0.98], [-1.57, 1.91, -1.61], [-0.83, 2.11, 0.13], [-1.27, 3.02, 1.16], [-1.65, 4.35, 0.52], [-0.09, 3.24, 2.10], [-2.44, 2.42, 1.93], [0.06, 0.77, -1.79], [1.27, 1.06, -2.54], [2.48, 0.94, -1.63], [1.20, 2.48, -3.09], [1.35, 0.06, -3.68], [-5.22, -1.44, -1.07], [-4.06, -1.35, 0.25], [-4.92, 0.11, -0.27], [-4.76, -0.31, -3.26], [-4.40, 1.21, -2.42], [-3.21, 0.51, -3.53], [-3.48, -2.39, -2.67], [-1.93, -1.55, -2.86], [-2.32, -2.38, -1.34], [-0.81, 4.75, -0.05], [-2.50, 4.23, -0.16], [-1.93, 5.07, 1.29], [0.77, 3.62, 1.54], [-0.34, 3.96, 2.88], [0.19, 2.30, 2.58], [-3.30, 2.29, 1.27], [-2.15, 1.44, 2.32], [-2.73, 3.06, 2.76], [2.47, 1.75, -0.90], [2.47, -0.01, -1.12], [3.40, 1.02, -2.21], [1.08, 3.19, -2.26], [2.12, 2.72, -3.62], [0.36, 2.59, -3.77], [1.34, -0.96, -3.29], [0.50, 0.17, -4.36], [2.27, 0.21, -4.26], [-1.89, -1.64, 1.61], [-0.56, -1.94, 2.90], [-0.77, -2.86, 3.91], [0.21, -2.99, 4.89], [1.32, -2.17, 4.88], [1.51, -1.23, 3.85], [2.61, -0.34, 3.86], [2.78, 0.59, 2.85], [1.90, 0.62, 1.78], [0.78, -0.25, 1.69], [0.56, -1.14, 2.79], [-1.67, -3.45, 3.94], [0.08, -3.73, 5.67], [2.06, -2.24, 5.67], [3.31, -0.39, 4.69], [3.59, 1.30, 2.89], [2.06, 1.34, 0.99], [3.85, -3.68, -2.07], [2.45, -3.35, -1.86], [1.98, -2.58, -0.89], [2.80, -2.10, 0.03], [0.27, -2.25, -0.92], [3.95, -4.14, -3.05], [4.22, -4.39, -1.32], [4.46, -2.78, -2.05], [1.77, -3.76, -2.48], [3.76, -2.40, 0.07], [2.43, -1.56, 0.79]]}

Entry 3:
{"formula": "C24H39F5N2O4SbSi3SnTe", "method": "the ωB97M-V functional and the def2-TZVPD basis", "homo_lumo_gap_ev": 6.94, "de_lowest_kcal_mol": 78.7, "total_charge": 1, "species": ["Sn", "C", "O", "C", "C", "C", "C", "C", "C", "N", "N", "C", "O", "C", "C", "C", "C", "C", "C", "C", "O", "H", "H", "H", "H", "H", "H", "H", "H", "H", "H", "H", "H", "C", "Si", "C", "C", "Sb", "Si", "C", "C", "C", "Si", "C", "C", "C", "H", "H", "H", "H", "H", "H", "H", "H", "H", "H", "H", "H", "H", "H", "H", "H", "H", "H", "H", "H", "H", "H", "H", "H", "H", "H", "H", "F", "Te", "F", "F", "F", "F", "O"], "xyz": [[1.22, -0.30, 0.83], [-4.31, 2.40, 0.78], [-3.68, 1.57, -0.22], [-3.61, 0.27, 0.21], [-4.78, -0.47, 0.29], [-4.75, -1.75, 0.82], [-3.56, -2.24, 1.32], [-2.37, -1.50, 1.26], [-1.27, -2.13, 2.00], [-0.04, -1.80, 2.12], [0.60, -2.58, 3.06], [1.83, -2.28, 3.29], [2.45, -1.27, 2.66], [2.51, -3.01, 4.38], [1.97, -4.21, 4.84], [2.54, -4.85, 5.92], [3.65, -4.30, 6.55], [4.19, -3.11, 6.09], [3.62, -2.46, 5.01], [-2.38, -0.24, 0.63], [-1.22, 0.47, 0.48], [-4.87, 3.18, 0.27], [-3.55, 2.84, 1.42], [-5.00, 1.81, 1.38], [-5.71, -0.03, -0.05], [-5.66, -2.34, 0.89], [-3.54, -3.21, 1.79], [-1.57, -2.97, 2.61], [1.12, -4.64, 4.34], [2.11, -5.78, 6.29], [4.09, -4.80, 7.41], [5.05, -2.68, 6.58], [4.01, -1.51, 4.68], [0.07, 4.64, -0.63], [-1.30, 3.89, -1.63], [-1.03, 4.03, -3.47], [-2.96, 4.60, -1.29], [-0.69, 1.33, -1.39], [2.12, 1.38, -1.98], [2.44, -0.40, -2.40], [1.99, 2.28, -3.60], [3.07, 2.43, -0.81], [-1.65, -0.58, -2.91], [-3.50, -0.65, -2.95], [-0.87, -2.13, -2.26], [-0.99, -0.03, -4.56], [0.02, 5.73, -0.67], [1.04, 4.32, -1.01], [0.00, 4.34, 0.42], [-1.15, 5.08, -3.76], [-1.76, 3.44, -4.02], [-0.04, 3.72, -3.79], [-3.02, 5.54, -1.84], [-3.13, 4.80, -0.23], [-3.75, 3.94, -1.65], [2.00, -0.63, -3.37], [2.10, -1.12, -1.65], [3.52, -0.55, -2.45], [1.13, 1.97, -4.21], [2.89, 2.06, -4.17], [1.95, 3.37, -3.47], [2.82, 2.26, 0.24], [2.95, 3.48, -1.06], [4.12, 2.15, -0.91], [-3.90, -1.13, -2.07], [-3.81, -1.22, -3.83], [-3.94, 0.35, -3.02], [-1.21, -2.33, -1.23], [0.21, -2.08, -2.25], [-1.17, -2.98, -2.87], [-1.37, 0.96, -4.83], [-1.31, -0.73, -5.34], [0.10, 0.01, -4.58], [5.86, -1.19, 0.77], [4.09, -1.56, 1.26], [4.23, -3.23, 2.00], [4.32, -2.46, -0.38], [4.87, -0.85, 2.82], [2.15, -2.29, 0.51], [3.41, -0.03, 0.56]]}